{"formula": "C17H23N5O2", "method": "the ωB97M-V functional and the def2-TZVPD basis", "e_tot_ha": -1085.8490, "relative_energy_ev": 1.780, "smiles": "CCOc1ccc(-c2nnn(CC(=O)N3CCC[C@H](C)C3)n2)cc1", "homo_lumo_gap_ev": 9.1, "homo_energy_ev": -8.32, "species": ["C", "C", "O", "C", "C", "C", "C", "C", "C", "H", "H", "C", "N", "N", "N", "N", "C", "H", "H", "C", "O", "N", "C", "H", "C", "C", "H", "C", "C", "H", "H", "H", "C", "H", "H", "H", "H", "H", "H", "H", "H", "H", "H", "H", "H", "H", "H"], "xyz": [[-6.7712, -0.6080, -1.2974], [-6.4049, -1.0042, 0.1299], [-5.0955, -1.5288, 0.2290], [-4.0231, -0.6972, 0.1871], [-4.0716, 0.6952, 0.1707], [-2.9015, 1.4282, 0.1508], [-1.6625, 0.7948, 0.1451], [-1.6140, -0.5992, 0.1571], [-2.7768, -1.3323, 0.1796], [-2.7560, -2.4107, 0.1897], [-0.6577, -1.0981, 0.1376], [-0.4559, 1.5888, 0.1157], [0.7867, 1.1219, 0.2337], [1.5134, 2.2153, 0.1327], [0.7886, 3.2934, -0.0345], [-0.4411, 2.9306, -0.0434], [2.9453, 2.2364, 0.1672], [3.2619, 3.1171, -0.3972], [3.3052, 2.3245, 1.1958], [3.4962, 0.9925, -0.5514], [3.7821, 1.0707, -1.7304], [3.6548, -0.1316, 0.1671], [3.3007, -0.3728, 1.5474], [2.9623, 0.5391, 2.0337], [2.1957, -1.4270, 1.6364], [2.6157, -2.7065, 0.9211], [1.7966, -3.4274, 0.9382], [3.0110, -2.3953, -0.5229], [3.4843, -3.6439, -1.2578], [4.3580, -4.0677, -0.7667], [3.7494, -3.4045, -2.2845], [2.6996, -4.3963, -1.2710], [4.1108, -1.3301, -0.5127], [4.3881, -1.0502, -1.5297], [4.9955, -1.7140, 0.0080], [2.1429, -1.9791, -1.0446], [3.4676, -3.1557, 1.4388], [1.9770, -1.6294, 2.6860], [1.3002, -1.0152, 1.1707], [4.1980, -0.7325, 2.0678], [-2.9337, 2.5066, 0.1367], [-5.0127, 1.2220, 0.1769], [-6.5379, -0.1599, 0.8173], [-7.0485, -1.8229, 0.4643], [-6.6660, -1.4665, -1.9559], [-7.8008, -0.2623, -1.3289], [-6.1208, 0.1840, -1.6605]], "forces_ev_per_angstrom": [[0.2, -0.1, 0.3], [-0.4, 0.2, -0.2], [0.3, -0.1, 0.0], [0.3, 0.0, 0.0], [-0.4, -0.2, 0.0], [0.4, -0.1, 0.0], [-0.5, -0.2, 0.0], [-0.1, 0.2, 0.0], [-0.2, 0.0, 0.0], [0.0, -0.1, 0.0], [0.1, -0.1, 0.0], [1.0, 0.2, 0.1], [-0.5, -0.3, 0.0], [-0.9, 0.0, 0.0], [0.8, 0.8, -0.1], [-0.7, -0.1, 0.0], [0.8, 0.0, -0.1], [0.0, -0.3, 0.1], [-0.1, 0.0, -0.1], [0.0, 0.4, 0.1], [-0.1, 0.2, -0.3], [0.3, -0.2, 0.1], [-0.4, 0.0, 0.3], [0.1, 0.0, 0.0], [0.2, -0.1, 0.1], [-0.2, 0.3, -0.2], [0.0, -0.1, 0.0], [0.3, -0.2, 0.2], [-0.1, 0.3, 0.1], [0.1, -0.1, 0.0], [0.1, 0.0, -0.1], [0.0, -0.1, 0.0], [-0.1, -0.1, -0.5], [0.0, -0.1, 0.2], [0.0, 0.0, 0.0], [0.0, 0.1, 0.0], [0.1, -0.1, 0.0], [0.0, 0.0, 0.1], [0.1, 0.0, 0.1], [-0.1, 0.1, 0.0], [0.0, 0.1, 0.0], [-0.1, 0.0, 0.0], [0.0, -0.1, 0.0], [0.1, 0.2, 0.0], [0.0, -0.1, -0.1], [-0.1, 0.1, 0.0], [0.0, 0.1, -0.1]], "mulliken_charge": [-1.03, -0.43, -0.47, 0.97, -0.33, -1.05, 0.41, -0.38, -0.67, 0.44, 0.33, 0.05, -0.15, 0.95, -0.96, -0.31, -0.99, 0.39, 0.36, 1.05, -0.67, 0.19, -1.06, 0.41, 0.38, -1.15, 0.43, 1.16, -1.78, 0.35, 0.44, 0.41, -1.45, 0.50, 0.28, 0.13, 0.32, 0.46, -0.43, 0.44, 0.48, 0.36, 0.33, 0.32, 0.30, 0.35, 0.34]}

***

{"formula": "C17H23N7O3", "method": "the ωB97M-V functional and the def2-TZVPD basis", "e_tot_ha": -1270.3894, "relative_energy_ev": 8.656, "smiles": "CN(C)C(=NCc1ccccc1)N(C)C.COc1ncc2c(no[n+]2[O-])n1", "homo_lumo_gap_ev": 6.5, "homo_energy_ev": -8.01, "species": ["C", "N", "C", "C", "N", "C", "C", "C", "C", "C", "C", "C", "N", "C", "C", "H", "H", "H", "H", "H", "H", "H", "H", "H", "H", "H", "H", "H", "H", "H", "H", "H", "H", "H", "C", "O", "C", "N", "C", "N", "O", "N", "O", "C", "C", "N", "H", "H", "H", "H"], "xyz": [[-4.5168, 0.1252, 2.9814], [-3.1200, 0.1693, 2.6024], [-2.5234, 1.4785, 2.5161], [-2.2755, -0.9037, 2.6263], [-0.9980, -0.6330, 2.6516], [-0.0249, -1.6751, 2.6178], [1.3861, -1.1152, 2.5595], [2.0795, -0.8404, 3.7423], [3.3910, -0.3599, 3.6897], [4.0063, -0.1392, 2.4506], [3.2969, -0.3829, 1.2670], [1.9869, -0.8674, 1.3229], [-2.8806, -2.1453, 2.5809], [-4.0254, -2.3977, 1.7142], [-2.3002, -3.3463, 3.1582], [-4.7427, -0.7570, 3.5908], [-4.7305, 1.0239, 3.5704], [-5.1669, 0.1361, 2.0960], [-1.4469, 1.3294, 2.3974], [-2.9351, 2.0204, 1.6547], [-2.7244, 2.0570, 3.4268], [-0.0638, -2.3000, 3.5254], [-0.1607, -2.3267, 1.7334], [1.5760, -1.0143, 4.6989], [3.9302, -0.1668, 4.6222], [5.0378, 0.2242, 2.4055], [3.7602, -0.2083, 0.2906], [1.4142, -1.0626, 0.4103], [-4.2002, -1.5661, 1.0228], [-3.8225, -3.3035, 1.1233], [-4.9312, -2.5783, 2.3139], [-1.7786, -3.1068, 4.0932], [-3.1218, -4.0380, 3.3891], [-1.6114, -3.8439, 2.4551], [1.2140, 2.1891, -2.8957], [0.2650, 3.2200, -2.5341], [0.1955, 3.4368, -1.2188], [-0.6718, 4.3847, -0.8334], [-0.7000, 4.6127, 0.4676], [-1.5080, 5.4697, 1.1915], [-1.1558, 5.2746, 2.5047], [-0.0810, 4.2328, 2.6199], [0.3273, 3.9444, 3.7282], [0.1835, 3.8560, 1.3411], [1.0020, 2.8493, 0.8552], [0.9962, 2.6751, -0.4698], [1.1326, 2.1425, -3.9797], [2.2277, 2.4630, -2.5823], [0.9467, 1.2331, -2.4317], [1.6407, 2.2704, 1.5186]], "forces_ev_per_angstrom": [[0.0, 0.1, 0.0], [-0.3, 0.1, 0.0], [0.0, 0.4, -0.3], [1.5, 0.1, -0.1], [-1.1, -0.3, 0.6], [0.6, -0.5, -0.2], [-0.2, 0.1, -0.1], [0.2, 0.0, -0.3], [-0.1, 0.0, -0.1], [-0.2, 0.0, 0.0], [0.0, 0.0, 0.0], [0.2, 0.1, 0.3], [-0.3, -0.1, -0.1], [0.1, -0.2, 0.0], [0.0, 0.1, 0.0], [0.1, 0.2, -0.2], [-0.1, -0.2, 0.0], [-0.1, 0.0, 0.2], [-0.3, 0.3, 0.0], [0.0, 0.1, 0.1], [0.1, 0.0, -0.1], [0.1, 0.0, -0.4], [0.1, 0.0, 0.3], [0.3, 0.1, -0.3], [-0.1, 0.0, -0.4], [-0.4, -0.1, 0.0], [-0.1, 0.0, 0.4], [0.3, 0.1, 0.3], [0.1, -0.2, 0.2], [-0.1, 0.2, 0.0], [0.1, 0.0, -0.3], [-0.2, -0.2, -0.3], [0.2, 0.2, 0.0], [-0.2, 0.0, 0.4], [-0.1, 0.1, -0.4], [0.3, -0.3, 0.6], [-1.7, 1.8, -0.3], [0.6, -0.8, -1.5], [-0.5, 0.6, 2.8], [1.9, -2.0, -1.3], [1.5, -1.4, -0.3], [-0.8, 0.9, 0.0], [-0.4, 0.3, -1.3], [-1.7, 1.5, 1.4], [0.1, 0.1, -1.8], [1.0, -0.8, 2.7], [0.1, -0.1, 0.1], [-0.3, 0.0, -0.2], [0.0, 0.2, -0.2], [0.0, -0.2, -0.3]], "mulliken_charge": [-1.15, 0.18, -0.95, 0.64, -0.44, -0.90, 0.25, -0.35, -0.57, -0.43, -0.55, -0.24, 0.23, -1.30, -1.16, 0.38, 0.37, 0.29, 0.16, 0.42, 0.34, 0.24, 0.45, 0.36, 0.38, 0.36, 0.36, 0.35, 0.41, 0.40, 0.35, 0.42, 0.38, 0.31, -0.63, -0.38, 0.54, -0.60, 0.72, -0.54, -0.18, 0.76, -0.65, 0.60, -0.43, -0.43, 0.24, 0.30, 0.28, 0.40]}